# 1
Below is a structure of composition C32H33F5N4PRuS2, with properties calculated with ωB97M-V/def2-TZVPD.

```
78
Properties=species:S:1:pos:R:3
Ru -0.155 -0.033 -0.563
N -0.812 2.863 -1.233
P -1.384 1.734 -0.097
C -3.133 1.550 -0.550
C -4.099 2.514 -0.266
C -5.402 2.349 -0.711
C -5.753 1.228 -1.450
C -4.793 0.277 -1.763
C -3.493 0.446 -1.315
C -1.382 2.726 1.417
C -2.346 2.506 2.404
C -2.320 3.230 3.587
C -1.329 4.179 3.798
C -0.363 4.398 2.827
C -0.383 3.673 1.645
C -0.308 2.382 -2.418
C -0.064 3.205 -3.523
C 0.467 2.642 -4.658
C 0.750 1.277 -4.686
C 0.484 0.540 -3.560
N -0.042 1.066 -2.441
H -1.076 3.837 -1.189
H -3.843 3.392 0.314
H -6.148 3.098 -0.477
H -6.772 1.101 -1.789
H -5.058 -0.592 -2.351
H -2.747 -0.277 -1.587
H -3.117 1.767 2.246
H -3.075 3.054 4.341
H -1.311 4.746 4.719
H 0.408 5.140 2.988
H 0.381 3.841 0.898
H -0.294 4.261 -3.471
H 0.664 3.261 -5.524
H 1.169 0.805 -5.562
H 0.689 -0.523 -3.529
F -4.370 -4.479 5.569
C -3.743 -3.629 4.764
C -4.422 -3.033 3.720
F -5.709 -3.312 3.523
C -3.756 -2.155 2.883
F -4.447 -1.605 1.882
C -2.414 -1.847 3.066
S -1.595 -0.673 2.007
C -1.767 -2.449 4.135
F -0.471 -2.193 4.357
C -2.407 -3.339 4.972
F -1.752 -3.915 5.980
S 1.620 1.244 0.193
C 2.767 0.381 1.146
N 3.328 1.018 2.170
C 4.388 0.464 3.014
C 5.097 -0.660 2.280
C 4.069 -1.615 1.700
N 3.155 -0.847 0.860
H 2.948 1.925 2.389
H 3.952 0.094 3.944
H 5.084 1.264 3.262
H 5.757 -1.185 2.969
H 5.706 -0.254 1.471
H 3.512 -2.120 2.494
H 4.545 -2.373 1.081
H 2.686 -1.284 0.088
C -0.328 -3.951 1.274
C -0.457 -2.718 0.385
C 0.625 -2.818 -0.708
C -1.814 -2.719 -0.308
C -0.236 -1.379 1.107
H -0.427 -4.866 0.683
H -1.105 -3.968 2.035
H 0.641 -3.969 1.777
H 0.451 -3.672 -1.367
H 1.612 -2.970 -0.277
H 0.651 -1.924 -1.370
H -1.919 -3.583 -0.967
H -1.931 -1.828 -0.926
H -2.637 -2.718 0.409
H 0.627 -1.434 1.778
```

Output
Net charge = +1
HOMO-LUMO gap (alpha / beta) = 7.603 / 7.606 eV
LUMO (alpha / beta) = -2.74 / -2.74 eV
Energy relative to the best compared isomer or geometry (same formula, charge and spin) = 47.36 kJ/mol

Here are the Löwdin charges for atoms 1 to 5, given in e: number 1, Ru, carries 0.566; number 2, N, carries -0.085; number 3, P, carries 0.833; number 4, C, carries -0.322; number 5, C, carries -0.081

# 2
Below is a cluster of 5 separate species, CH12O4 in total, with properties calculated with ωB97M-V/def2-TZVPD.

```
17
Properties=species:S:1:pos:R:3
C -1.805 -1.197 -2.604
H -0.985 -1.696 -3.121
H -2.794 -1.632 -2.796
H -1.976 -0.130 -2.721
H -1.533 -1.322 -1.556
H 3.349 1.401 -1.321
H 1.803 1.798 -1.523
O 2.425 1.103 -1.310
H 0.131 -0.774 2.793
H -0.953 -1.493 3.601
O -0.466 -0.660 3.548
H -0.908 3.005 1.550
H -0.654 1.536 1.799
O -0.334 2.283 1.275
H 1.820 -0.003 0.838
H 1.676 -1.482 0.582
O 1.204 -0.734 0.967
```

Output
HOMO-LUMO gap = 11.696 eV
LUMO = 0.56 eV
Energy relative to the best compared isomer or geometry (same formula, charge and spin) = 69.48 kJ/mol

Here are the Löwdin charges for atoms 1 to 5, given in e: number 1, C, carries -0.052; number 2, H, carries 0.017; number 3, H, carries 0.017; number 4, H, carries 0.012; number 5, H, carries 0.007

# 3
Below is a cluster of 6 separate species, C2H16O5S in total, with properties calculated with ωB97M-V/def2-TZVPD.

```
24
Properties=species:S:1:pos:R:3
C 0.778 0.815 -2.617
C 0.623 -0.251 -1.596
S -1.008 -1.151 -1.932
H 1.459 0.457 -3.425
H 1.294 1.702 -2.244
H -0.125 1.360 -2.928
H 1.376 -1.035 -1.561
H 0.421 0.150 -0.615
H -1.845 -0.209 -1.331
H 0.307 -2.153 2.014
H 1.252 -2.180 0.802
O 1.237 -1.993 1.748
H -0.068 0.729 2.235
H 0.367 1.963 1.565
O -0.453 1.514 1.822
H -1.696 -2.457 1.295
H -2.097 -1.004 1.819
O -1.389 -1.643 1.707
H 1.626 -0.398 1.091
H 2.869 0.222 0.321
O 2.072 0.432 0.809
H -1.845 1.147 0.616
H -2.549 2.468 0.272
O -2.608 1.518 0.136
```

Output
HOMO-LUMO gap = 9.082 eV
LUMO = 0.31 eV
Energy relative to the best compared isomer or geometry (same formula, charge and spin) = 97.36 kJ/mol

Here are the Löwdin charges for atoms 1 to 5, given in e: number 1, C, carries -0.203; number 2, C, carries -0.585; number 3, S, carries 0.636; number 4, H, carries 0.085; number 5, H, carries 0.064

# 4
Below is the molecule C6H9N, with properties calculated with ωB97M-V/def2-TZVPD.

```
16
Properties=species:S:1:pos:R:3
C 1.148 1.585 -0.033
C 0.602 0.661 -1.019
N 1.709 -0.244 -0.939
C 1.039 -1.138 0.000
C -0.203 -0.265 -0.036
C -1.227 0.022 1.020
C -1.615 -0.646 -0.271
H 0.442 1.981 0.705
H 2.192 1.694 0.188
H 0.180 1.010 -1.974
H 1.628 -1.243 0.920
H 0.836 -2.148 -0.388
H -1.540 1.051 1.192
H -1.205 -0.585 1.926
H -1.861 -1.700 -0.281
H -2.127 -0.035 -1.009
```

Output
HOMO-LUMO gap (alpha / beta) = 9.082 / 8.447 eV
LUMO (alpha / beta) = 0.29 / 0.30 eV
Energy relative to the best compared isomer or geometry (same formula, charge and spin) = 575.91 kJ/mol

Here are the Löwdin charges for atoms 1 to 5, given in e: number 1, C, carries 0.086; number 2, C, carries -0.357; number 3, N, carries 0.085; number 4, C, carries -0.157; number 5, C, carries -0.405

Values of energy, in order: -86804.4565, -9421.6081, -23405.9769, -7852.1907, all in eV.